Entry from the Open Molecules 2025 dataset: C21H28Cl3O4Pb as an isolated structure at a distorted geometry (the ωB97M-V functional and the def2-TZVPD basis).

LUMO (alpha / beta) (eV): -5.4359 / -4.4922
Total charge: +1
E_tot (eV): -73223.5355

Positions of all 57 atoms, in Å:
O  1.6002  -0.7442  -4.9286
C  1.6456  0.7175  -5.2447
C  1.4871  0.4910  -6.7481
H  2.6157  1.2124  -4.9993
H  0.8121  1.1525  -4.7005
C  1.3699  -1.0087  -6.3770
H  2.4144  0.7737  -7.2874
H  0.5472  0.9510  -7.0768
C  2.4352  -1.9567  -6.8941
H  3.3296  -1.3912  -7.1618
H  2.0366  -2.4070  -7.8058
H  2.6624  -2.7579  -6.1643
C  -0.0295  -1.5806  -6.5837
H  -0.7948  -0.7921  -6.6264
H  -0.3301  -2.2851  -5.7902
H  -0.0291  -2.1029  -7.5505
Pb  3.0685  -0.4275  -3.1738
C  -2.7695  -1.1246  0.6468
C  -2.1381  0.1363  0.9353
C  -2.0137  0.8592  -0.2861
H  -1.8045  0.4681  1.9236
C  -2.6042  0.0597  -1.3252
C  -3.0440  -1.1604  -0.7600
H  -3.5108  -1.9728  -1.3057
H  -2.9918  -1.9250  1.3660
H  -1.5573  1.8371  -0.4170
H  -2.7034  0.3442  -2.3653
C  1.5653  -2.0302  0.8244
C  0.9527  -3.1510  0.1713
C  1.6217  -3.3617  -1.0620
H  0.1413  -3.7165  0.6021
C  2.6475  -2.3499  -1.1522
C  2.6227  -1.5374  0.0080
H  3.2661  -0.6647  0.1668
H  1.3380  -1.6239  1.8022
H  1.3903  -4.1308  -1.8109
H  3.4150  -2.3673  -1.9299
O  -0.8645  2.2035  -4.7213
C  -2.1379  2.0618  -4.0965
C  -2.9130  3.2583  -4.6607
H  -2.1137  2.1341  -3.0039
H  -2.5330  1.0976  -4.3725
C  -1.7804  4.3669  -4.6675
H  -3.8188  3.4812  -4.0780
H  -3.1574  3.0109  -5.7130
C  -0.4535  3.5908  -4.5697
H  -1.9330  4.9944  -3.8067
H  -1.7867  4.9167  -5.5993
H  0.0806  3.7461  -3.6108
H  0.2443  3.7869  -5.4011
Cl  3.6060  2.1921  0.2476
C  2.3417  3.0020  -0.7770
Cl  0.8566  3.1593  0.1725
Cl  2.9340  4.6151  -1.2889
C  2.1812  2.0607  -2.1014
O  1.1403  1.3955  -2.2698
O  3.2506  1.9199  -2.7912

Cartesian forces, eV/Å:
0.338 0.876 -0.099
0.044 0.519 -0.126
0.254 -0.067 0.902
-0.574 -0.377 0.040
0.172 0.390 -0.250
-0.525 -0.863 -0.615
-0.933 -0.178 -0.051
0.562 -0.184 -0.462
-0.105 0.140 -0.099
0.176 -0.257 0.172
0.356 -0.108 0.059
-0.151 0.407 -0.389
-0.296 0.028 0.027
0.262 -0.200 0.127
0.337 0.162 -0.318
-0.226 0.124 0.310
-0.156 1.062 0.374
0.373 0.663 -0.094
0.372 0.846 -1.000
0.018 -0.739 2.680
-0.170 -0.133 -0.528
-1.040 -2.609 0.159
0.427 1.465 -1.205
0.030 0.167 0.161
0.110 0.523 -0.387
-0.151 -0.281 0.071
0.022 -0.213 0.310
-1.360 -1.732 -0.225
0.904 1.278 0.590
-0.807 0.149 1.035
0.013 -0.047 -0.214
0.707 1.004 0.469
0.959 -0.439 -2.766
-0.299 -0.500 0.245
-0.221 -0.136 -0.157
0.193 0.431 0.481
-0.008 -0.518 0.803
0.468 0.076 0.662
-0.120 1.082 -0.417
0.828 -0.218 -0.587
0.475 0.027 -0.032
-0.139 -0.316 -0.184
-0.602 -0.838 0.056
0.385 0.204 -0.328
-0.209 0.240 0.613
-0.421 -0.785 -0.204
0.110 0.580 0.109
-0.261 0.392 0.076
-0.329 -0.161 -0.326
-0.300 0.049 0.358
-0.510 0.292 -0.456
0.172 -0.136 -0.889
0.467 -0.101 -0.482
-0.273 -0.693 0.209
0.027 -0.380 0.939
1.147 0.167 0.274
-0.521 -0.130 0.580

Atom charges from the Mulliken analysis, given in e for atoms 1 to 2:
1 O -0.351
2 C -0.110



Entry from the Open Molecules 2025 dataset: C35H35F2IrO2S2SeSi as an isolated structure (the ωB97M-V functional and the def2-TZVPD basis).

2S+1: 2
LUMO (alpha / beta) (eV): -2.5565 / -4.7131
Total charge: +1
E_tot (eV): -144120.3539

Positions of all 79 atoms, in Å:
Ir  -1.1190  -1.2916  0.6935
O  -1.0848  -0.5623  2.6965
S  -0.3951  -0.5025  4.0308
C  0.4981  1.0718  4.1061
C  1.2329  1.5160  2.8521
C  2.6346  0.9285  2.6922
C  3.0968  0.8313  1.2380
S  2.4370  -0.6822  0.5064
O  0.9380  -0.5050  0.6952
C  2.8426  -0.4372  -1.1966
C  2.4422  0.6917  -1.9063
C  2.8275  0.8192  -3.2263
C  3.5959  -0.1729  -3.8295
C  3.9762  -1.3008  -3.1218
C  3.5956  -1.4376  -1.7933
C  0.9258  -1.7114  4.0153
C  0.8437  -2.7673  3.1212
C  1.8158  -3.7582  3.1490
C  2.8429  -3.7034  4.0785
C  2.8890  -2.6666  5.0015
C  1.9250  -1.6719  4.9814
H  1.1331  0.9935  4.9923
H  -0.2986  1.7770  4.3497
H  1.2909  2.6057  2.8831
H  0.6140  1.2800  1.9881
H  2.6926  -0.0640  3.1427
H  3.3553  1.5469  3.2309
H  4.1812  0.7440  1.1520
H  2.7603  1.6785  0.6390
H  1.8288  1.4520  -1.4375
H  2.5329  1.6915  -3.7932
H  3.8936  -0.0610  -4.8639
H  4.5682  -2.0710  -3.5969
H  3.8905  -2.3071  -1.2183
H  0.0151  -2.8497  2.4315
H  1.7527  -4.5833  2.4522
H  3.5962  -4.4793  4.1009
H  3.6733  -2.6340  5.7456
H  1.9638  -0.8801  5.7185
Se  -1.1627  -2.3551  -1.3467
C  -0.5366  -1.3315  -2.8278
C  0.0265  -2.0443  -3.8848
C  0.3117  -1.3918  -5.0749
C  0.0141  -0.0441  -5.2207
C  -0.5452  0.6633  -4.1650
C  -0.8121  0.0237  -2.9660
H  0.2155  -3.1064  -3.7874
H  0.7457  -1.9448  -5.8977
H  0.2113  0.4528  -6.1620
H  -0.7965  1.7102  -4.2802
H  -1.2932  0.5544  -2.1616
F  -3.1884  -2.2935  2.3861
C  -2.5822  -2.5795  1.2045
F  -1.8965  -3.7796  1.4222
H  -3.3687  -2.8243  0.4872
C  -0.6572  4.3865  1.5061
C  -0.3049  3.7398  0.3273
C  -0.9129  2.5410  -0.0125
C  -1.8909  1.9625  0.8044
C  -2.2201  2.6236  1.9903
C  -1.6133  3.8248  2.3390
Si  -2.7713  0.3475  0.4135
C  -3.6289  0.4458  -1.2461
C  -3.7375  1.6713  -1.9073
C  -4.3631  1.7623  -3.1442
C  -4.8930  0.6278  -3.7395
C  -4.8140  -0.5960  -3.0871
C  -4.1892  -0.6813  -1.8531
H  -0.1933  5.3289  1.7683
H  0.4356  4.1801  -0.3297
H  -0.6192  2.0517  -0.9340
H  -2.9745  2.1992  2.6441
H  -1.9002  4.3307  3.2526
H  -3.7731  0.1597  1.4845
H  -3.3279  2.5683  -1.4570
H  -4.4380  2.7213  -3.6408
H  -5.3755  0.6969  -4.7057
H  -5.2413  -1.4817  -3.5393
H  -4.1438  -1.6475  -1.3594

Cartesian forces, eV/Å:
0.045 -0.166 0.158
-0.207 0.093 -0.373
0.121 -0.109 0.448
0.034 0.046 -0.007
-0.130 0.056 -0.028
0.185 -0.075 -0.011
-0.098 -0.042 -0.045
-0.213 -0.032 0.193
0.148 0.194 -0.290
-0.012 0.086 -0.025
-0.029 -0.041 0.060
0.024 -0.021 -0.057
-0.018 0.014 -0.025
-0.001 0.008 0.025
0.051 -0.022 0.012
-0.052 -0.043 -0.070
0.057 0.034 0.061
0.012 -0.014 0.005
-0.007 -0.010 -0.030
-0.010 0.020 0.013
0.003 0.000 0.043
0.016 0.019 -0.013
-0.025 -0.020 -0.018
0.026 0.007 -0.006
-0.034 0.005 0.033
0.038 0.012 -0.021
0.004 -0.026 0.032
0.002 -0.014 -0.012
-0.008 0.015 -0.008
-0.006 -0.016 0.028
-0.023 0.003 -0.003
0.001 -0.005 0.004
0.000 -0.001 0.001
-0.013 -0.011 -0.020
-0.016 -0.019 -0.011
0.000 0.000 -0.002
-0.003 -0.001 -0.002
0.000 -0.002 0.000
-0.006 0.006 -0.002
0.125 0.017 -0.112
-0.109 0.009 -0.009
-0.015 0.002 -0.023
0.036 -0.044 0.024
0.033 0.037 0.002
0.002 -0.004 0.009
0.004 -0.017 -0.002
0.010 0.002 0.003
-0.004 0.000 0.004
-0.006 -0.003 0.004
0.000 0.004 0.003
0.009 0.032 0.015
0.002 0.032 0.037
0.058 -0.044 -0.007
-0.036 0.014 0.013
-0.023 0.054 0.010
0.015 -0.003 -0.018
-0.005 0.017 0.023
-0.021 -0.050 0.004
0.030 -0.006 0.019
-0.012 0.013 -0.017
-0.012 -0.008 0.012
0.018 0.073 -0.022
0.038 -0.020 -0.014
-0.018 0.005 -0.001
0.007 0.005 0.006
0.000 0.000 0.000
0.013 0.000 0.000
-0.003 -0.019 0.021
-0.002 -0.002 0.000
0.000 -0.004 -0.004
0.002 0.002 -0.025
0.003 0.010 0.008
0.000 -0.004 0.001
0.008 -0.054 0.012
-0.004 -0.002 0.001
0.001 -0.002 -0.003
-0.006 -0.003 0.003
0.000 0.003 -0.002
0.000 0.029 -0.014

Atom charges from the Mulliken analysis, given in e for atoms 1 to 2:
1 Ir 3.850
2 O -0.945